Entry 1:
Formula: C41H78F4IN3O8S
Source: OMol25
Level of theory: ωB97M-V/def2-TZVPD

spin multiplicity = 3
M = 976.1 g mol⁻¹
orbital gap (spin up / spin down) = 8.76 / 8.78 eV
E_HOMO (spin up / spin down) = -8.53 / -9.03 eV
strongest force on any atom = 3.39 eV Å⁻¹
E_tot = -94432.79214 eV
lowest unoccupied orbital energy (spin up / spin down) = 0.009 / -0.009 hartree

Element x y z (Å)
C (4.991, -0.823, -0.184)
C (4.317, -0.548, -1.552)
O (4.075, 0.845, -1.705)
C (2.959, 1.288, -0.971)
C (2.364, 2.528, -1.669)
O (1.264, 3.017, -0.931)
C (0.087, 2.208, -1.159)
C (-1.020, 3.133, -1.693)
O (-1.916, 2.600, -2.658)
C (-2.553, 1.344, -2.455)
C (-1.687, 0.234, -3.153)
C (-0.768, 0.750, -4.278)
C (-0.602, -0.413, -5.311)
S (0.721, 0.069, -6.504)
C (-2.860, 0.878, -1.015)
C (-3.330, -0.618, -0.975)
C (-2.242, -1.596, -0.484)
C (-2.869, -2.822, 0.186)
O (-3.285, -2.527, 1.532)
C (-2.227, -2.329, 2.359)
O (-2.159, -1.353, 2.985)
C (-3.966, 1.484, -3.137)
C (-4.061, 1.042, -4.605)
C (-5.156, 1.917, -5.285)
I (-4.829, -0.991, -4.806)
C (-1.724, 4.010, -0.563)
N (-1.679, 3.464, 0.767)
C (-3.168, 4.359, -0.974)
O (-3.720, 5.413, -0.147)
C (-4.721, 5.013, 0.618)
F (-5.083, 6.043, 1.365)
F (-4.408, 4.050, 1.452)
F (-5.794, 4.665, -0.070)
C (-0.954, 5.385, -0.485)
C (-1.230, 6.333, -1.645)
F (-1.126, 5.992, 0.734)
H (5.524, 0.065, 0.160)
H (5.757, -1.593, -0.329)
H (4.271, -1.170, 0.558)
H (3.354, -1.077, -1.609)
H (4.951, -0.890, -2.371)
H (2.170, 0.524, -0.890)
H (3.270, 1.626, 0.029)
H (3.160, 3.280, -1.677)
H (2.124, 2.327, -2.724)
H (-0.137, 1.733, -0.199)
H (0.386, 1.424, -1.855)
H (-0.450, 3.889, -2.249)
H (-2.276, -0.627, -3.470)
H (-1.021, -0.138, -2.362)
H (0.246, 0.997, -3.960)
H (-1.167, 1.606, -4.827)
H (-1.534, -0.643, -5.824)
H (-0.193, -1.251, -4.743)
H (1.382, 1.044, -5.838)
H (-3.690, 1.426, -0.555)
H (-2.028, 0.930, -0.308)
H (-3.776, -0.928, -1.922)
H (-4.153, -0.679, -0.251)
H (-1.490, -1.109, 0.143)
H (-1.748, -1.995, -1.380)
H (-2.195, -3.697, 0.132)
H (-3.778, -3.106, -0.349)
H (-1.447, -3.108, 2.415)
H (-4.184, 2.559, -3.121)
H (-4.754, 1.008, -2.551)
H (-3.166, 1.198, -5.202)
H (-5.217, 1.636, -6.339)
H (-4.860, 2.970, -5.226)
H (-6.109, 1.775, -4.774)
H (-2.297, 2.684, 0.928)
H (-0.748, 3.329, 1.134)
H (-3.225, 4.618, -2.029)
H (-3.837, 3.501, -0.859)
H (0.117, 5.145, -0.529)
H (-1.464, 5.785, -2.563)
H (-2.107, 6.960, -1.457)
H (-0.377, 6.975, -1.870)
C (0.697, -8.529, 1.262)
C (-0.072, -7.745, 0.167)
C (0.092, -8.420, -1.200)
C (1.459, -8.192, -1.836)
C (1.751, -6.697, -1.919)
C (1.642, -5.994, -0.562)
N (0.361, -6.314, 0.152)
O (-0.582, -5.611, -0.391)
C (2.865, -6.387, 0.294)
C (1.800, -4.485, -0.770)
C (-1.540, -7.898, 0.577)
H (0.857, -9.567, 0.965)
H (1.668, -8.116, 1.514)
H (0.143, -8.540, 2.202)
H (-0.671, -8.041, -1.888)
H (-0.093, -9.492, -1.107)
H (2.233, -8.714, -1.266)
H (1.471, -8.623, -2.839)
H (2.753, -6.547, -2.329)
H (1.057, -6.242, -2.632)
H (2.748, -6.048, 1.326)
H (3.770, -5.921, -0.097)
H (3.068, -7.456, 0.298)
H (1.074, -4.082, -1.475)
H (2.788, -4.264, -1.176)
H (1.701, -3.946, 0.175)
H (-1.745, -7.384, 1.518)
H (-1.773, -8.955, 0.717)
H (-2.228, -7.515, -0.177)
C (2.395, 5.369, 4.614)
C (2.260, 4.073, 3.773)
C (0.838, 3.516, 3.848)
C (0.510, 2.828, 5.166)
C (1.545, 1.741, 5.450)
C (2.984, 2.267, 5.429)
N (3.282, 3.071, 4.199)
O (3.475, 2.245, 3.218)
C (3.222, 3.101, 6.707)
C (3.947, 1.087, 5.569)
C (2.468, 4.565, 2.338)
H (1.425, 5.847, 4.762)
H (2.835, 5.226, 5.595)
H (3.044, 6.094, 4.119)
H (0.689, 2.793, 3.036)
H (0.119, 4.319, 3.669)
H (0.473, 3.562, 5.977)
H (-0.483, 2.379, 5.110)
H (1.334, 1.287, 6.422)
H (1.430, 0.944, 4.708)
H (4.172, 3.636, 6.655)
H (3.262, 2.452, 7.583)
H (2.427, 3.817, 6.913)
H (3.800, 0.333, 4.797)
H (3.795, 0.590, 6.528)
H (4.986, 1.421, 5.530)
H (3.489, 4.921, 2.187)
H (1.792, 5.396, 2.129)
H (2.264, 3.795, 1.592)

Löwdin atomic charge list, values in e, 99 entries:
1. C -0.07
2. C -0.25
3. O -0.15
4. C -0.20
5. C -0.18
6. O -0.15
7. C -0.13
8. C -0.18
9. O -0.07
10. C -0.41
11. C -0.14
12. C -0.26
13. C -0.53
14. S 0.68
15. C -0.11
16. C -0.17
17. C -0.16
18. C -0.18
19. O -0.04
20. C -0.39
21. O 0.13
22. C -0.17
23. C -0.70
24. C -0.19
25. I 0.86
26. C -0.35
27. N 0.12
28. C -0.07
29. O 0.07
30. C -0.81
31. F 0.18
32. F 0.19
33. F 0.18
34. C -0.32
35. C -0.01
36. F 0.01
37. H 0.08
38. H 0.07
39. H 0.07
40. H 0.10
41. H 0.11
42. H 0.12
43. H 0.13
44. H 0.13
45. H 0.13
46. H 0.12
47. H 0.10
48. H 0.15
49. H 0.06
50. H 0.11
51. H 0.07
52. H 0.10
53. H 0.05
54. H 0.07
55. H -0.15
56. H 0.11
57. H 0.09
58. H 0.06
59. H 0.12
60. H 0.11
61. H 0.11
62. H 0.11
63. H 0.13
64. H 0.15
65. H 0.11
66. H 0.11
67. H 0.07
68. H 0.06
69. H 0.08
70. H 0.07
71. H 0.08
72. H 0.08
73. H 0.13
74. H 0.11
75. H 0.14
76. H 0.08
77. H 0.09
78. H 0.09
79. C -0.02
80. C -0.48
81. C -0.14
82. C -0.17
83. C -0.14
84. C -0.49
85. N -0.06
86. O -0.04
87. C -0.05
88. C -0.05
89. C -0.05
90. H 0.09
91. H 0.05
92. H 0.08
93. H 0.12
94. H 0.12
95. H 0.11
96. H 0.11
97. H 0.13
98. H 0.13
99. H 0.09

***

Entry 2:
Formula: C41H79Br2F6N7O6S
Source: OMol25
Level of theory: ωB97M-V/def2-TZVPD

spin multiplicity = 1
M = 1072.0 g mol⁻¹
orbital gap = 8.00 eV
E_HOMO = -8.47 eV
strongest force on any atom = 3.86 eV Å⁻¹
SMILES = COCCCCCc1cnc2cc(S)c(CCC(F)(F)F)c(CC[C@@](F)(Br)C(F)(F)Br)c2n1.COC[C@@H](C)N.COC[C@@H](C)N.COC[C@@H](C)N.COC[C@@H](C)N.COC[C@@H](C)N
E_tot = -233733.84744 eV
lowest unoccupied orbital energy = -0.017 hartree

Element x y z (Å)
C (5.782, 2.609, 1.405)
O (4.673, 3.291, 0.782)
C (5.275, 4.257, -0.104)
C (4.045, 5.013, -0.823)
C (3.340, 3.936, -1.747)
C (2.364, 4.686, -2.737)
C (1.128, 3.741, -3.050)
C (-0.108, 4.099, -2.145)
C (-0.709, 5.454, -2.290)
N (-1.762, 5.946, -1.601)
C (-2.243, 4.964, -0.746)
C (-3.410, 5.322, 0.102)
C (-4.079, 4.383, 1.060)
S (-5.515, 4.937, 2.080)
C (-3.513, 2.978, 1.160)
C (-4.240, 2.006, 2.144)
C (-5.723, 1.622, 1.672)
C (-5.872, 1.517, 0.122)
F (-7.024, 0.754, -0.116)
F (-4.852, 0.837, -0.499)
F (-6.096, 2.714, -0.508)
C (-2.353, 2.610, 0.349)
C (-1.729, 1.163, 0.476)
C (-1.691, 0.370, -0.890)
C (-0.382, -0.454, -1.148)
F (-0.406, -0.806, -2.520)
Br (1.300, 0.531, -0.877)
C (-0.302, -1.829, -0.316)
F (-1.089, -1.844, 0.807)
F (1.036, -2.030, 0.026)
Br (-0.712, -3.339, -1.546)
C (-1.709, 3.605, -0.597)
N (-0.598, 3.165, -1.299)
H (6.392, 2.025, 0.651)
H (5.445, 1.879, 2.188)
H (6.435, 3.404, 1.873)
H (5.886, 5.026, 0.442)
H (5.828, 3.713, -0.915)
H (3.309, 5.392, -0.060)
H (4.497, 5.872, -1.387)
H (2.709, 3.305, -1.054)
H (4.078, 3.284, -2.296)
H (2.836, 4.953, -3.723)
H (1.997, 5.652, -2.283)
H (0.753, 3.852, -4.111)
H (1.384, 2.660, -2.909)
H (-0.241, 6.139, -3.048)
H (-3.829, 6.357, 0.030)
H (-5.122, 4.692, 3.372)
H (-3.648, 1.107, 2.433)
H (-4.392, 2.594, 3.098)
H (-6.002, 0.608, 2.080)
H (-6.472, 2.332, 2.118)
H (-2.319, 0.529, 1.196)
H (-0.722, 1.297, 0.958)
H (-1.810, 1.062, -1.769)
H (-2.568, -0.340, -0.906)
C (-1.409, -6.990, 3.263)
C (-1.737, -5.905, 2.242)
C (-1.958, -6.448, 0.819)
O (-0.760, -6.787, 0.130)
C (-0.247, -8.070, 0.443)
N (-0.682, -4.885, 2.276)
H (-0.384, -7.354, 3.173)
H (-1.518, -6.601, 4.278)
H (-2.085, -7.843, 3.160)
H (-2.675, -5.436, 2.560)
H (-2.422, -5.655, 0.225)
H (-2.661, -7.291, 0.814)
H (-1.042, -8.797, 0.632)
H (0.426, -8.011, 1.301)
H (0.340, -8.414, -0.411)
H (-0.951, -4.118, 1.664)
H (0.137, -5.282, 1.817)
C (0.019, -7.141, -3.282)
C (-1.124, -6.844, -4.247)
C (-0.889, -7.389, -5.668)
O (0.016, -6.621, -6.448)
C (1.385, -6.904, -6.214)
N (-1.373, -5.398, -4.256)
H (0.888, -6.503, -3.454)
H (-0.301, -6.971, -2.252)
H (0.340, -8.184, -3.363)
H (-2.017, -7.342, -3.852)
H (-1.842, -7.350, -6.205)
H (-0.586, -8.444, -5.649)
H (1.554, -7.961, -5.993)
H (1.769, -6.280, -5.404)
H (1.939, -6.647, -7.118)
H (-2.196, -5.211, -4.825)
H (-0.615, -4.964, -4.781)
C (-5.375, -11.851, 5.374)
C (-5.535, -10.356, 5.118)
C (-5.438, -9.973, 3.629)
O (-4.115, -9.955, 3.113)
C (-3.618, -11.224, 2.723)
N (-4.553, -9.627, 5.929)
H (-4.339, -12.181, 5.288)
H (-5.705, -12.099, 6.384)
H (-5.978, -12.435, 4.674)
H (-6.537, -10.075, 5.461)
H (-5.806, -8.947, 3.522)
H (-6.088, -10.602, 3.008)
H (-4.401, -11.862, 2.305)
H (-3.134, -11.719, 3.568)
H (-2.856, -11.064, 1.957)
H (-4.724, -8.628, 5.831)
H (-3.642, -9.758, 5.493)
C (0.684, 8.176, 4.090)
C (0.182, 7.966, 2.664)
C (-1.239, 7.376, 2.592)
O (-1.314, 5.989, 2.854)
C (-1.348, 5.655, 4.229)
N (1.149, 7.136, 1.936)
H (0.976, 7.242, 4.572)
H (1.564, 8.822, 4.090)
H (-0.080, 8.655, 4.708)
H (0.150, 8.951, 2.186)
H (-1.602, 7.496, 1.567)
H (-1.936, 7.933, 3.231)
H (-1.895, 6.396, 4.820)
H (-0.334, 5.533, 4.617)
H (-1.853, 4.692, 4.327)
H (0.861, 7.077, 0.962)
H (1.045, 6.181, 2.276)
C (9.318, 8.653, -3.445)
C (8.332, 8.212, -2.368)
C (7.379, 7.092, -2.828)
O (6.322, 7.536, -3.667)
C (6.671, 7.676, -5.034)
N (7.595, 9.387, -1.888)
H (8.851, 9.275, -4.210)
H (10.121, 9.245, -3.002)
H (9.773, 7.790, -3.937)
H (8.921, 7.815, -1.535)
H (6.888, 6.674, -1.944)
H (7.926, 6.264, -3.297)
H (7.395, 6.920, -5.353)
H (7.059, 8.678, -5.226)
H (5.762, 7.556, -5.626)
H (7.007, 9.107, -1.106)
H (6.925, 9.640, -2.612)

Löwdin atomic charge list, values in e, 99 entries:
1. C -0.12
2. O -0.22
3. C -0.24
4. C -0.15
5. C -0.20
6. C -0.19
7. C -0.15
8. C -0.20
9. C -0.06
10. N 0.12
11. C -0.21
12. C -0.01
13. C -0.46
14. S 0.76
15. C -0.16
16. C -0.14
17. C -0.07
18. C -0.51
19. F 0.06
20. F 0.11
21. F 0.11
22. C -0.05
23. C -0.14
24. C -0.16
25. C -0.72
26. F -0.14
27. Br 0.87
28. C -0.79
29. F 0.03
30. F -0.09
31. Br 0.83
32. C -0.12
33. N 0.14
34. H 0.09
35. H 0.09
36. H 0.09
37. H 0.12
38. H 0.12
39. H 0.12
40. H 0.10
41. H 0.09
42. H 0.12
43. H 0.11
44. H 0.10
45. H 0.12
46. H 0.07
47. H 0.12
48. H 0.11
49. H -0.12
50. H 0.10
51. H 0.09
52. H 0.13
53. H 0.10
54. H 0.09
55. H 0.10
56. H 0.12
57. H 0.13
58. C -0.07
59. C -0.42
60. C -0.20
61. O -0.22
62. C -0.10
63. N 0.05
64. H 0.06
65. H 0.08
66. H 0.07
67. H 0.14
68. H 0.11
69. H 0.12
70. H 0.09
71. H 0.08
72. H 0.08
73. H 0.04
74. H 0.07
75. C -0.06
76. C -0.42
77. C -0.21
78. O -0.19
79. C -0.11
80. N 0.03
81. H 0.07
82. H 0.05
83. H 0.08
84. H 0.14
85. H 0.12
86. H 0.12
87. H 0.09
88. H 0.07
89. H 0.09
90. H 0.08
91. H 0.07
92. C -0.07
93. C -0.43
94. C -0.20
95. O -0.21
96. C -0.10
97. N 0.04
98. H 0.06
99. H 0.08

***

Entry 3:
Formula: C41H79F3IN2OP
Source: OMol25
Level of theory: ωB97M-V/def2-TZVPD

spin multiplicity = 1
M = 831.0 g mol⁻¹
orbital gap = 8.12 eV
E_HOMO = -8.69 eV
strongest force on any atom = 1.05 eV Å⁻¹
SMILES = OP(I)c1ccc2nc(CCC(F)(F)F)cnc2c1.CCCCCC.CCCCCC.CCCCCC.CCCCCC.CCCCCC
E_tot = -74371.47043 eV
lowest unoccupied orbital energy = -0.021 hartree

Element x y z (Å)
O (-6.056, 0.274, -0.259)
P (-5.388, 1.614, -0.924)
I (-5.775, 3.292, 0.822)
C (-3.585, 1.346, -0.762)
C (-3.126, 0.026, -1.001)
C (-1.780, -0.228, -0.996)
C (-0.846, 0.800, -0.764)
N (0.485, 0.506, -0.800)
C (1.297, 1.508, -0.612)
C (2.768, 1.222, -0.715)
C (3.075, 0.684, -2.120)
C (2.673, 1.653, -3.201)
F (1.368, 1.668, -3.467)
F (3.302, 1.376, -4.355)
F (3.024, 2.907, -2.869)
C (0.826, 2.814, -0.345)
N (-0.433, 3.136, -0.285)
C (-1.297, 2.104, -0.518)
C (-2.686, 2.351, -0.504)
H (-6.372, -0.301, -0.963)
H (-3.829, -0.769, -1.186)
H (-1.421, -1.229, -1.183)
H (3.378, 2.084, -0.474)
H (3.010, 0.451, 0.010)
H (2.659, -0.306, -2.256)
H (4.154, 0.578, -2.195)
H (1.554, 3.599, -0.195)
H (-3.052, 3.344, -0.299)
C (-4.772, -1.523, -4.473)
C (-6.265, -1.206, -4.479)
C (-7.141, -2.392, -4.075)
C (-7.047, -3.606, -4.999)
C (-7.388, -3.326, -6.462)
C (-8.821, -2.844, -6.671)
H (-4.521, -2.301, -5.194)
H (-4.189, -0.637, -4.731)
H (-4.447, -1.860, -3.485)
H (-6.558, -0.837, -5.465)
H (-6.453, -0.383, -3.781)
H (-8.181, -2.059, -4.012)
H (-6.867, -2.708, -3.062)
H (-7.720, -4.382, -4.621)
H (-6.041, -4.031, -4.945)
H (-7.240, -4.247, -7.032)
H (-6.690, -2.596, -6.880)
H (-9.537, -3.576, -6.293)
H (-9.025, -2.693, -7.732)
H (-9.006, -1.895, -6.165)
C (2.326, -4.097, -6.862)
C (1.176, -4.119, -5.858)
C (-0.014, -3.258, -6.278)
C (0.290, -1.766, -6.419)
C (0.852, -1.102, -5.163)
C (-0.104, -1.151, -3.974)
H (2.743, -3.095, -6.976)
H (3.135, -4.752, -6.535)
H (1.992, -4.440, -7.843)
H (1.542, -3.805, -4.876)
H (0.832, -5.150, -5.740)
H (-0.825, -3.400, -5.557)
H (-0.398, -3.626, -7.235)
H (-0.632, -1.251, -6.708)
H (0.990, -1.611, -7.244)
H (1.074, -0.059, -5.394)
H (1.807, -1.562, -4.887)
H (-1.051, -0.662, -4.216)
H (0.324, -0.638, -3.113)
H (-0.318, -2.178, -3.670)
C (6.174, -2.288, -1.094)
C (5.397, -1.884, 0.156)
C (6.175, -0.947, 1.078)
C (7.463, -1.535, 1.657)
C (7.277, -2.828, 2.449)
C (6.385, -2.663, 3.675)
H (7.078, -2.845, -0.844)
H (5.566, -2.926, -1.737)
H (6.465, -1.409, -1.673)
H (5.084, -2.780, 0.699)
H (4.482, -1.371, -0.155)
H (5.520, -0.629, 1.895)
H (6.428, -0.035, 0.526)
H (7.924, -0.784, 2.306)
H (8.180, -1.713, 0.850)
H (8.260, -3.179, 2.772)
H (6.872, -3.613, 1.804)
H (6.789, -1.908, 4.353)
H (6.310, -3.601, 4.226)
H (5.372, -2.365, 3.400)
C (-2.053, 6.125, 2.235)
C (-3.191, 5.995, 3.244)
C (-4.430, 6.807, 2.872)
C (-4.221, 8.320, 2.801)
C (-3.697, 8.957, 4.087)
C (-4.643, 8.797, 5.274)
H (-1.691, 7.152, 2.165)
H (-1.208, 5.499, 2.524)
H (-2.375, 5.809, 1.241)
H (-2.836, 6.280, 4.238)
H (-3.478, 4.942, 3.314)
H (-5.228, 6.584, 3.586)
H (-4.796, 6.463, 1.898)
H (-5.173, 8.789, 2.535)
H (-3.533, 8.556, 1.984)
H (-3.540, 10.024, 3.904)
H (-2.717, 8.546, 4.342)
H (-5.619, 9.235, 5.055)
H (-4.243, 9.298, 6.156)
H (-4.792, 7.748, 5.532)
C (3.134, -1.193, 5.746)
C (3.574, -0.809, 7.155)
C (4.853, -1.515, 7.601)
C (4.758, -3.040, 7.670)
C (3.658, -3.575, 8.586)
C (3.837, -3.177, 10.048)
H (2.899, -2.256, 5.673)
H (2.241, -0.638, 5.455)
H (3.921, -0.968, 5.022)
H (2.763, -1.010, 7.860)
H (3.746, 0.270, 7.190)
H (5.153, -1.122, 8.577)
H (5.662, -1.251, 6.912)
H (5.723, -3.432, 8.008)
H (4.608, -3.441, 6.664)
H (3.653, -4.666, 8.516)
H (2.678, -3.245, 8.233)
H (4.796, -3.529, 10.432)
H (3.050, -3.612, 10.665)
H (3.796, -2.094, 10.180)

Löwdin atomic charge list, values in e, 99 entries:
1. O -0.40
2. P 0.50
3. I 0.46
4. C -0.46
5. C -0.09
6. C -0.01
7. C -0.20
8. N 0.19
9. C -0.27
10. C -0.11
11. C -0.07
12. C -0.64
13. F 0.15
14. F 0.13
15. F 0.14
16. C -0.06
17. N 0.16
18. C -0.20
19. C -0.07
20. H 0.03
21. H 0.09
22. H 0.11
23. H 0.12
24. H 0.11
25. H 0.12
26. H 0.13
27. H 0.12
28. H 0.05
29. C -0.11
30. C -0.27
31. C -0.23
32. C -0.23
33. C -0.27
34. C -0.11
35. H 0.07
36. H 0.07
37. H 0.06
38. H 0.10
39. H 0.09
40. H 0.10
41. H 0.11
42. H 0.11
43. H 0.10
44. H 0.10
45. H 0.10
46. H 0.07
47. H 0.07
48. H 0.06
49. C -0.11
50. C -0.27
51. C -0.23
52. C -0.22
53. C -0.26
54. C -0.11
55. H 0.06
56. H 0.07
57. H 0.07
58. H 0.10
59. H 0.10
60. H 0.10
61. H 0.11
62. H 0.11
63. H 0.10
64. H 0.09
65. H 0.10
66. H 0.08
67. H 0.03
68. H 0.07
69. C -0.11
70. C -0.26
71. C -0.23
72. C -0.23
73. C -0.27
74. C -0.12
75. H 0.07
76. H 0.07
77. H 0.07
78. H 0.10
79. H 0.08
80. H 0.10
81. H 0.11
82. H 0.11
83. H 0.10
84. H 0.11
85. H 0.10
86. H 0.07
87. H 0.07
88. H 0.06
89. C -0.11
90. C -0.27
91. C -0.24
92. C -0.23
93. C -0.27
94. C -0.11
95. H 0.07
96. H 0.07
97. H 0.07
98. H 0.10
99. H 0.09

***

Number 1 is which compound? C41H78F4IN3O8S

***

What is the strongest force on any atom in the third record? 1.05 eV Å⁻¹

***

Number 1 is which compound? C41H78F4IN3O8S